Entry from OMol25: 2 unconnected molecules or ions with the total composition C3H4N2O3 (ωB97M-V with the def2-TZVPD basis set).

2S+1: 3
Charge: 0
Frontier orbital gap (spin up / spin down), eV: 8.183 / 8.208
Energy above the lowest of the compared OMol25 structures with the same formula, charge and spin, kcal/mol: 51.1

Last column: Löwdin spin population.
CARTESIAN COORDINATES (ANGSTROEM)
C  1.72539  0.14272  3.44175  0.00
C  -1.64978  -0.28869  -2.35434  0.69
C  -0.34035  -0.55466  -0.46438  0.41
N  1.23184  -0.85909  3.22417  0.00
N  0.40372  0.57193  -0.32616  0.11
O  1.35602  0.52988  0.49942  0.23
O  0.08631  1.51656  -1.09253  0.17
O  -1.16772  -0.85210  -1.34126  0.31
H  2.24421  1.06017  3.71282  0.00
H  -1.28271  0.70960  -2.67018  0.03
H  -2.33892  -0.73635  -3.05884  0.04
H  -0.26800  -1.23997  0.42953  0.01

Entry from OMol25: 3 unconnected molecules or ions with the total composition C25H51N3O7S (ωB97M-V with the def2-TZVPD basis set).

2S+1: 3
Charge: 0
Frontier orbital gap (spin up / spin down), eV: 9.296 / 9.358

Last column: Löwdin spin population.
CARTESIAN COORDINATES (ANGSTROEM)
C  -0.76754  4.22245  1.62162  0.00
C  -1.88078  3.88068  0.57542  0.00
C  -1.94546  2.31330  0.46178  0.00
O  -0.86372  1.93475  -0.39032  0.00
C  -0.45964  0.60569  -0.20845  0.00
N  0.47811  0.27634  0.83176  0.00
C  1.51310  1.30421  1.06763  0.00
C  2.22634  1.78598  -0.21223  0.00
C  -0.12696  0.07489  -1.64329  0.00
O  -0.14802  -1.35219  -1.48051  0.00
S  -1.14943  -1.75915  -0.23060  0.00
O  -2.36303  -2.48033  -0.67202  0.00
O  -0.52602  -2.56772  0.82477  0.00
O  -1.61410  -0.21873  0.12225  0.00
H  -0.80422  5.28497  1.91531  0.00
H  0.22008  4.04293  1.17313  0.00
H  -0.95725  3.61652  2.52188  0.00
H  -2.85826  4.31618  0.81702  0.00
H  -1.50948  4.20534  -0.41439  0.00
H  -2.93155  2.06530  0.02758  0.00
H  -1.86729  1.89276  1.48003  0.00
H  0.00414  0.13213  1.71754  0.00
H  1.12182  2.13166  1.68909  0.00
H  2.28668  0.82172  1.69819  0.00
H  3.11140  2.38765  0.05870  0.00
H  1.57819  2.47758  -0.78440  0.00
H  2.52395  0.96290  -0.87871  0.00
H  -0.90826  0.49670  -2.29345  0.00
H  0.84893  0.41479  -2.01884  0.00
C  -4.63378  -0.10822  6.78629  0.00
C  -3.67285  0.26518  5.63974  0.03
C  -4.47271  0.54188  4.35939  0.01
C  -5.00524  -0.72457  3.69536  0.00
C  -3.87313  -1.71905  3.46003  0.01
C  -3.07220  -2.03386  4.72874  0.03
N  -2.65542  -0.80199  5.45398  0.35
O  -1.64114  -0.27842  4.80920  0.56
C  -3.90554  -2.94636  5.65372  0.00
C  -1.86209  -2.90270  4.34641  0.00
C  -3.03549  1.58259  6.11176  0.00
H  -4.07993  -0.39186  7.68283  0.00
H  -5.26278  0.74500  7.04657  0.00
H  -5.32441  -0.91113  6.54096  0.00
H  -3.84028  1.07198  3.63867  0.00
H  -5.30636  1.21329  4.58179  0.00
H  -5.79494  -1.17370  4.30450  0.00
H  -5.46772  -0.46630  2.73979  0.00
H  -4.28537  -2.64114  3.04302  0.00
H  -3.20322  -1.31209  2.69482  0.00
H  -3.46100  -3.00659  6.64942  0.00
H  -3.94432  -3.96157  5.25724  0.00
H  -4.94403  -2.63769  5.75558  0.00
H  -1.22270  -2.42904  3.60245  0.00
H  -2.19728  -3.84479  3.91149  0.00
H  -1.25584  -3.13693  5.22440  0.00
H  -2.43317  1.42656  7.00913  0.00
H  -3.81059  2.31088  6.35430  0.00
H  -2.40339  2.03846  5.34977  0.00
C  2.52370  -0.70789  -6.92306  0.00
C  3.30018  0.29341  -6.04413  0.03
C  4.74428  0.41837  -6.54932  0.01
C  5.61098  -0.78722  -6.19838  0.00
C  5.55257  -1.06861  -4.70029  0.01
C  4.11965  -1.22262  -4.17324  0.03
N  3.23014  -0.11514  -4.61675  0.35
O  3.50443  0.93665  -3.88485  0.56
C  3.54794  -2.58398  -4.62299  0.00
C  4.16389  -1.32741  -2.63938  0.00
C  2.58013  1.62984  -6.28865  0.00
H  1.51958  -0.87591  -6.52975  0.00
H  2.41682  -0.31829  -7.93681  0.00
H  3.01405  -1.67169  -7.03507  0.00
H  5.20710  1.31469  -6.12349  0.00
H  4.74506  0.56306  -7.63264  0.00
H  5.29516  -1.66440  -6.77010  0.00
H  6.64472  -0.58914  -6.49103  0.00
H  6.12502  -1.97291  -4.47741  0.00
H  6.05428  -0.25157  -4.17108  0.00
H  2.46957  -2.63073  -4.45752  0.00
H  3.99599  -3.39679  -4.05021  0.00
H  3.74966  -2.82157  -5.66522  0.00
H  4.64787  -0.46850  -2.17427  0.00
H  4.73403  -2.20670  -2.33787  0.00
H  3.15793  -1.42446  -2.22347  0.00
H  1.55279  1.59425  -5.91956  0.00
H  2.54184  1.84749  -7.35668  0.00
H  3.08584  2.47066  -5.81462  0.00

Entry from OMol25: 4 unconnected molecules or ions with the total composition C20H56N7O6S (ωB97M-V with the def2-TZVPD basis set).

Charge: +1
Frontier orbital gap, eV: 5.998

Last column: Mulliken charge in e.
CARTESIAN COORDINATES (ANGSTROEM)
N  5.47988  1.88919  5.07823  -0.51
S  5.03487  0.47308  4.15546  0.20
C  3.27358  0.53519  3.52555  -0.71
C  2.13515  0.87596  4.65156  0.91
N  1.44338  2.19163  4.24608  -0.68
N  1.01455  -0.16334  4.73942  -0.55
N  2.65021  1.08374  6.05592  -0.65
H  5.00924  2.71536  4.64571  0.34
H  5.25999  1.78205  6.09268  0.32
H  5.07373  -0.64027  5.05549  0.27
H  3.02679  -0.55662  3.11336  0.26
H  3.23512  1.23673  2.56661  0.30
H  2.05782  2.75745  3.61547  0.23
H  0.52062  1.96605  3.80549  0.26
H  1.34654  -1.09206  4.39458  0.23
H  0.71650  -0.28067  5.74040  0.31
H  3.23288  0.29280  6.40572  0.24
H  3.09491  2.01586  6.20116  0.26
C  -0.35839  0.20175  -3.09382  -0.55
O  -0.57362  1.01839  -1.95004  -0.16
C  -1.90131  0.91222  -1.41914  -0.99
C  -1.89667  0.15943  -0.07634  0.08
N  -1.60117  -1.26378  -0.26520  0.18
C  -1.29044  -1.97658  0.97932  -0.88
C  -0.06809  -1.50192  1.79239  -0.06
O  1.18855  -1.74751  1.15857  -0.50
C  1.55778  -0.77926  0.18542  -0.11
H  0.58481  0.50724  -3.55604  0.23
H  -0.26665  -0.84795  -2.81080  0.04
H  -1.15994  0.32093  -3.83004  0.35
H  -2.60070  0.46138  -2.13364  0.44
H  -2.24008  1.93750  -1.23435  0.42
H  -2.87710  0.26461  0.39794  0.40
H  -1.15221  0.63987  0.56372  -0.10
H  -0.80538  -1.35990  -0.89140  -0.31
H  -1.12052  -3.02409  0.70032  0.07
H  -2.17761  -1.96502  1.62335  0.52
H  -0.04839  -2.09213  2.71808  0.36
H  -0.14868  -0.45728  2.11073  0.17
H  1.20939  0.22544  0.44041  -0.05
H  1.19090  -1.07868  -0.79431  0.01
H  2.65054  -0.75781  0.12402  0.43
C  -0.19338  3.40143  0.63272  -0.29
O  0.75552  4.43788  0.84914  -0.34
C  1.64225  4.63560  -0.26013  -0.68
C  1.33101  5.95909  -0.98218  -0.32
N  0.05815  5.88424  -1.70518  -0.22
C  -0.44174  7.18512  -2.16484  -0.68
C  -0.74408  8.25624  -1.09628  -0.48
O  -1.86147  7.95071  -0.26006  -0.43
C  -1.56905  7.07036  0.81714  -0.45
H  -0.66985  3.17244  1.59038  0.32
H  -0.97273  3.72551  -0.05864  0.12
H  0.28401  2.49083  0.25641  0.02
H  1.63817  3.78558  -0.95321  0.30
H  2.65040  4.70645  0.16262  0.39
H  2.13564  6.18009  -1.68998  0.40
H  1.31381  6.74699  -0.22480  0.17
H  -0.64680  5.47110  -1.09937  -0.02
H  -1.37299  6.98275  -2.70870  0.37
H  0.26410  7.59574  -2.89640  0.39
H  -1.02176  9.17445  -1.63053  0.35
H  0.13384  8.51839  -0.49658  0.34
H  -0.55693  7.20753  1.20780  0.25
H  -1.72763  6.03923  0.50769  0.11
H  -2.27888  7.27369  1.62532  0.34
C  -3.99514  -7.08006  -3.79946  -0.71
O  -3.35974  -7.45873  -2.58523  -0.32
C  -2.21447  -8.29857  -2.78243  -0.82
C  -0.91453  -7.53655  -2.46726  -0.13
N  -0.63776  -6.51452  -3.48085  -0.31
C  0.40980  -5.56234  -3.09426  -1.01
C  0.17117  -4.70535  -1.83366  -0.36
O  -0.87072  -3.73755  -1.97160  -0.22
C  -2.18208  -4.25042  -1.77624  -0.69
H  -4.96490  -6.63884  -3.55151  0.23
H  -3.40973  -6.32472  -4.32589  0.29
H  -4.16345  -7.94310  -4.45180  0.34
H  -2.19089  -8.74193  -3.78532  0.40
H  -2.31051  -9.12078  -2.06490  0.39
H  -0.08179  -8.24550  -2.43283  0.40
H  -1.02942  -7.09323  -1.47480  0.12
H  -1.48870  -5.98940  -3.66737  0.07
H  0.53478  -4.87978  -3.94424  0.38
H  1.35686  -6.10418  -2.98713  0.46
H  1.08729  -4.12532  -1.66063  0.31
H  0.02899  -5.30788  -0.93041  0.36
H  -2.21250  -5.05147  -1.03246  0.39
H  -2.59410  -4.58799  -2.72514  0.15
H  -2.81884  -3.43218  -1.42497  0.32

Entry from OMol25: a single C4H5NO2 molecule (ωB97M-V with the def2-TZVPD basis set).

Charge: 0
Frontier orbital gap, eV: 10.316
Energy above the lowest of the compared OMol25 structures with the same formula, charge and spin, kcal/mol: 40.9

Last column: Mulliken charge in e.
CARTESIAN COORDINATES (ANGSTROEM)
C  -0.19475  -0.79080  -0.35282  -0.49
C  1.00517  -1.45068  0.29574  0.02
C  0.15395  2.09542  1.99073  0.12
C  -0.62690  0.45203  0.36573  -0.17
N  0.11248  1.02080  1.19121  -0.16
O  -0.25317  2.18956  3.11457  -0.49
O  1.13582  -1.60458  1.47131  -0.43
H  0.00260  -0.54729  -1.39827  0.31
H  1.76888  -1.80606  -0.42224  0.31
H  0.77250  2.88323  1.50157  0.26
H  -1.61189  0.83838  0.08299  0.42
H  -1.02410  -1.50425  -0.33164  0.30

Look up the charge of the third one.
+1

Look up the charge of the first one.
0

Which value of charge does entry 1 give?
0

charge of number 4 (C4H5NO2)?
0